No. 1
Computed, not measured: C17H38BrN9O4P2S3SbTi as an isolated structure, with wB97M-V/def2-TZVPD.

**Total charge**: 0
**Maximum force**: 0.8 eV Å⁻¹
**Energy above the lowest of the compared OMol25 structures with the same formula, charge and spin**: 3.8 kJ/mol
**2S+1**: 4
**Frontier orbital gap (spin up / spin down)**: 5.41 / 6.53 eV
**<S²>**: 3.78

```
76
Properties=species:S:1:pos:R:3:lowdin_charge:R:1
Ti 1.202 0.552 -1.091 0.49
S 3.871 -0.684 2.521 -0.19
Sb 4.262 -1.435 0.388 0.19
S 3.399 -3.482 -0.233 -0.20
S 3.637 0.260 -1.186 -0.07
C -1.248 -0.972 3.883 -0.10
N -0.256 -0.529 2.922 -0.29
C 0.648 0.511 3.390 -0.11
P 0.016 -1.376 1.557 0.51
O 0.995 -0.725 0.670 -0.38
O -1.439 -1.457 0.802 -0.26
P -1.976 -0.372 -0.240 0.51
O -0.984 0.568 -0.812 -0.31
N -2.635 -1.345 -1.385 -0.28
C -2.903 -0.802 -2.709 -0.08
C -3.312 -2.599 -1.100 -0.10
N -3.067 0.483 0.650 -0.29
C -4.184 -0.217 1.265 -0.10
C -3.327 1.883 0.338 -0.09
N 0.173 -2.947 1.970 -0.27
C 1.228 -3.259 2.948 -0.10
C -0.001 -4.003 0.973 -0.10
H -1.834 -0.116 4.228 0.09
H -0.780 -1.444 4.753 0.09
H -1.926 -1.693 3.428 0.07
H 0.100 1.448 3.528 0.09
H 1.449 0.646 2.670 0.00
H 1.099 0.217 4.343 0.09
H -2.368 0.135 -2.842 0.06
H -3.974 -0.629 -2.861 0.09
H -2.553 -1.508 -3.467 0.09
H -3.021 -2.981 -0.125 0.07
H -3.033 -3.339 -1.855 0.09
H -4.401 -2.487 -1.124 0.09
H -3.894 -1.231 1.538 0.07
H -5.056 -0.266 0.603 0.09
H -4.478 0.304 2.179 0.09
H -2.433 2.336 -0.081 0.08
H -3.590 2.407 1.259 0.09
H -4.156 1.997 -0.370 0.09
H 1.348 -2.435 3.650 0.06
H 2.186 -3.425 2.453 0.03
H 0.932 -4.155 3.498 0.09
H -0.821 -3.755 0.301 0.06
H -0.256 -4.928 1.495 0.09
H 0.920 -4.156 0.405 0.00
C 3.615 3.144 2.645 -0.02
N 2.409 3.666 1.985 -0.17
C 2.308 5.109 1.808 -0.04
C 1.819 2.874 1.120 -0.28
N 1.320 2.158 0.365 0.12
H 4.507 3.549 2.162 0.10
H 3.644 2.056 2.565 0.01
H 3.602 3.438 3.694 0.09
H 3.126 5.487 1.189 0.09
H 2.352 5.584 2.787 0.09
H 1.360 5.355 1.337 0.09
N 2.585 -2.073 -3.264 0.16
C 1.411 -2.242 -2.637 -0.67
N 0.836 -3.484 -2.670 0.17
O 0.779 -1.296 -2.123 -0.12
H 3.167 -2.892 -3.345 0.09
H 3.089 -1.244 -2.937 0.00
H 1.485 -4.257 -2.669 0.09
H 0.114 -3.578 -1.973 0.08
Br 2.665 3.830 -2.047 0.80
C 1.224 3.072 -3.012 -0.70
C 0.583 3.883 -3.928 -0.13
C -0.398 3.340 -4.741 -0.07
C -0.639 1.977 -4.626 -0.07
C 0.053 1.244 -3.693 -0.14
N 0.922 1.780 -2.787 -0.08
H 0.870 4.921 -4.003 0.10
H -0.929 3.953 -5.455 0.11
H -1.341 1.472 -5.277 0.11
H -0.099 0.177 -3.600 0.09
```

---

No. 2
Computed, not measured: a 5-piece molecular cluster, C17H39ClN3O17P2 overall at a distorted geometry, with wB97M-V/def2-TZVPD.

**Total charge**: +1
**Maximum force**: 1.1 eV Å⁻¹
**Frontier orbital gap**: 7.88 eV

```
79
Properties=species:S:1:pos:R:3:lowdin_charge:R:1
O 6.474 6.168 2.101 -0.19
P 5.310 5.399 1.714 0.38
O 5.393 3.826 1.843 -0.09
O 4.810 5.627 0.220 -0.10
N 3.945 5.773 2.683 0.07
C 2.680 5.684 2.198 -0.43
N 2.238 6.572 1.278 0.05
O 3.110 7.640 1.054 0.02
N 1.796 4.807 2.637 -0.09
P 2.071 3.618 3.976 0.56
O 3.034 2.543 3.295 -0.32
Cl 0.239 2.795 3.768 0.36
H 5.737 3.426 1.027 0.12
H 5.263 6.430 -0.097 0.11
H 4.023 5.400 3.629 0.12
H 1.912 6.151 0.414 0.18
H 3.115 7.796 0.097 0.13
H 0.859 4.873 2.251 0.10
H 3.102 2.551 2.329 0.07
C 0.783 -1.839 3.288 -0.06
C -0.208 -0.697 3.331 -0.24
O -1.453 -1.023 2.700 0.03
C -2.264 -1.821 3.404 -0.61
O -2.052 -2.251 4.504 0.14
O -3.346 -2.048 2.661 -0.03
C -4.290 -2.960 3.245 -0.01
H 0.937 -2.172 2.261 0.09
H 1.742 -1.526 3.702 0.08
H 0.424 -2.690 3.864 0.08
H 0.174 0.148 2.762 0.07
H -0.390 -0.364 4.354 0.12
H -4.575 -2.634 4.242 0.10
H -3.869 -3.962 3.284 0.10
H -5.155 -2.949 2.588 0.09
C 6.961 -4.931 3.761 -0.06
C 5.695 -4.170 4.086 -0.21
O 4.779 -4.134 2.976 0.03
C 4.110 -5.268 2.758 -0.62
O 4.186 -6.272 3.415 0.13
O 3.334 -5.095 1.688 0.00
C 2.606 -6.267 1.296 -0.03
H 7.438 -4.515 2.873 0.08
H 7.658 -4.866 4.596 0.08
H 6.748 -5.982 3.572 0.08
H 5.920 -3.124 4.289 0.12
H 5.191 -4.584 4.959 0.12
H 2.029 -6.660 2.129 0.10
H 3.289 -7.029 0.926 0.10
H 1.942 -5.949 0.499 0.09
C -3.267 -1.455 -0.454 -0.06
C -4.572 -0.718 -0.271 -0.20
O -5.033 -0.102 -1.487 0.02
C -5.573 -0.934 -2.380 -0.62
O -5.732 -2.118 -2.240 0.13
O -5.901 -0.223 -3.458 -0.02
C -6.427 -1.006 -4.540 -0.02
H -2.506 -0.789 -0.870 0.08
H -2.920 -1.827 0.505 0.05
H -3.377 -2.296 -1.138 0.08
H -4.446 0.110 0.425 0.12
H -5.351 -1.370 0.123 0.12
H -7.260 -1.617 -4.203 0.10
H -5.646 -1.638 -4.960 0.10
H -6.765 -0.291 -5.283 0.10
C -1.521 2.761 -8.547 -0.07
C -2.557 1.660 -8.505 -0.21
O -2.470 0.875 -7.303 0.04
C -2.960 1.450 -6.206 -0.61
O -3.476 2.536 -6.142 0.12
O -2.782 0.614 -5.185 0.01
C -3.221 1.122 -3.919 -0.03
H -0.520 2.345 -8.421 0.08
H -1.566 3.277 -9.506 0.08
H -1.691 3.488 -7.756 0.07
H -2.389 0.946 -9.309 0.12
H -3.567 2.054 -8.609 0.12
H -4.255 1.443 -3.967 0.09
H -2.585 1.952 -3.607 0.10
H -3.120 0.304 -3.214 0.08
```

---

No. 3
Computed, not measured: C17H40BeO21S5 as an isolated structure at a distorted geometry, with wB97M-V/def2-TZVPD.

**Total charge**: -2
**Maximum force**: 5.2 eV Å⁻¹
**Frontier orbital gap**: 2.31 eV

```
84
Properties=species:S:1:pos:R:3:lowdin_charge:R:1
Be 1.186 -1.810 -1.547 0.13
C 4.871 -2.837 -3.546 -1.13
O 4.747 -2.022 -2.647 0.04
O 5.696 -3.733 -3.483 0.05
O 3.843 -3.030 -4.174 0.06
C 2.167 -5.846 -0.274 -1.05
O 2.998 -6.790 -0.286 -0.02
O 2.233 -4.915 0.564 -0.02
O 1.388 -5.674 -1.239 0.00
O 3.020 0.221 2.949 -0.27
S 4.125 -0.109 3.839 0.68
O 5.391 -0.685 3.368 -0.29
O 4.361 1.298 4.716 -0.29
C 5.568 1.502 5.516 -0.26
C 5.423 2.749 6.426 -0.08
C 3.478 -1.112 5.195 -0.12
H 6.354 1.813 4.827 0.11
H 5.906 0.647 6.101 0.11
H 5.153 3.644 5.865 0.07
H 6.355 3.022 6.921 0.07
H 4.729 2.549 7.242 0.07
H 4.187 -1.032 6.020 0.05
H 3.392 -2.155 4.891 0.08
H 2.526 -0.746 5.579 0.07
O -1.884 1.592 -1.424 -0.30
S -3.052 2.525 -1.342 0.68
O -4.316 2.092 -1.949 -0.31
O -3.294 2.946 0.252 -0.27
C -2.193 3.113 1.099 -0.31
C -2.491 2.708 2.557 -0.04
C -2.684 4.103 -2.029 -0.13
H -1.964 4.179 1.089 0.10
H -1.240 2.851 0.639 0.12
H -1.533 2.546 3.051 0.08
H -3.250 1.942 2.718 0.08
H -2.896 3.578 3.074 0.06
H -2.287 3.972 -3.035 0.08
H -1.987 4.524 -1.304 0.06
H -3.621 4.649 -2.142 0.07
O -2.576 -2.644 1.830 -0.27
S -3.199 -3.454 2.855 0.70
O -2.722 -3.465 4.253 -0.32
O -4.794 -2.956 2.944 -0.32
C -5.501 -3.383 4.107 -0.29
C -6.857 -3.655 3.517 -0.08
C -3.604 -5.151 2.101 -0.07
H -5.389 -2.540 4.789 0.13
H -5.066 -4.342 4.388 0.10
H -7.602 -3.808 4.297 0.07
H -6.958 -4.495 2.830 0.08
H -7.207 -2.728 3.062 0.08
H -4.299 -5.107 1.262 0.07
H -4.090 -5.655 2.936 0.04
H -2.645 -5.573 1.804 0.07
O -2.073 -2.997 -4.628 -0.29
S -1.968 -3.901 -5.755 0.74
O -1.106 -5.138 -5.865 -0.30
O -3.563 -4.296 -6.215 -0.27
C -4.643 -3.683 -5.599 -0.37
C -5.854 -3.881 -6.364 -0.09
C -1.519 -2.808 -7.150 -0.12
H -4.519 -2.647 -5.285 0.13
H -4.692 -4.203 -4.642 0.12
H -5.793 -3.167 -7.185 0.08
H -6.758 -3.677 -5.789 0.08
H -6.007 -4.839 -6.862 0.08
H -0.501 -2.454 -6.985 0.07
H -2.177 -1.940 -7.135 0.06
H -1.525 -3.343 -8.100 0.06
O 3.060 3.538 -1.431 -0.27
S 3.776 4.627 -2.039 0.68
O 3.683 4.980 -3.485 -0.32
O 3.341 5.931 -1.107 -0.29
C 4.125 7.135 -1.215 -0.25
C 3.734 7.895 0.114 -0.06
C 5.543 4.279 -1.632 -0.12
H 3.631 7.669 -2.026 0.11
H 5.191 6.956 -1.356 0.10
H 4.091 7.350 0.988 0.07
H 2.646 7.897 0.059 0.07
H 4.128 8.897 0.281 0.07
H 5.759 4.285 -0.563 0.07
H 6.316 4.928 -2.043 0.05
H 5.780 3.295 -2.035 0.08
```

---

No. 4
Computed, not measured: a 3-piece molecular cluster, C17H40N5O7 overall, with wB97M-V/def2-TZVPD.

**Total charge**: +1
**Maximum force**: 0.5 eV Å⁻¹
**Frontier orbital gap**: 8.79 eV

```
69
Properties=species:S:1:pos:R:3:lowdin_charge:R:1
C 5.712 -3.049 -5.208 -0.10
C 4.401 -2.432 -4.731 -0.24
C 4.286 -0.973 -5.132 -0.21
O 3.191 -0.302 -4.501 -0.10
C 3.490 0.109 -3.202 -0.18
N 2.321 0.753 -2.674 -0.06
O 2.042 2.001 -3.207 0.07
C 1.519 0.233 -1.748 -0.23
N 1.702 -0.982 -1.191 0.24
C 0.700 -1.139 -0.352 -0.23
C 0.466 -2.365 0.472 -0.13
O -0.242 -3.337 -0.241 -0.12
C 0.510 -4.088 -1.200 -0.26
C 0.315 -5.572 -0.965 -0.06
N -0.085 -0.062 -0.336 0.20
N 0.434 0.823 -1.237 -0.05
N -0.151 2.062 -1.528 0.16
H 6.565 -2.425 -4.941 0.08
H 5.713 -3.218 -6.283 0.08
H 5.866 -4.012 -4.723 0.07
H 4.303 -2.557 -3.651 0.10
H 3.562 -2.972 -5.173 0.11
H 5.216 -0.429 -4.935 0.13
H 4.095 -0.902 -6.202 0.13
H 4.314 0.829 -3.179 0.15
H 3.736 -0.729 -2.550 0.13
H 1.231 1.907 -3.729 0.13
H -0.092 -2.130 1.379 0.12
H 1.451 -2.732 0.771 0.14
H 0.158 -3.831 -2.201 0.12
H 1.570 -3.827 -1.162 0.11
H 0.591 -6.108 -1.873 0.08
H 0.933 -5.941 -0.150 0.08
H -0.733 -5.786 -0.767 0.08
H -0.927 0.103 0.192 0.19
H 0.532 2.788 -1.342 0.12
H -0.969 2.204 -0.944 0.09
C -2.691 3.948 1.610 -0.10
O -2.404 4.153 0.233 -0.22
C -3.568 4.422 -0.546 -0.20
C -3.749 5.900 -0.809 -0.21
O -3.996 6.617 0.383 -0.18
C -2.866 7.308 0.888 -0.10
H -1.751 4.011 2.155 0.09
H -3.372 4.709 1.991 0.09
H -3.134 2.958 1.774 0.08
H -4.455 4.019 -0.049 0.13
H -3.452 3.903 -1.503 0.12
H -4.619 6.030 -1.460 0.13
H -2.875 6.303 -1.330 0.13
H -2.658 8.201 0.290 0.09
H -1.977 6.672 0.906 0.08
H -3.102 7.616 1.905 0.09
C -2.661 -1.725 3.419 -0.11
O -1.298 -1.474 3.726 -0.22
C -1.123 -0.523 4.771 -0.20
C -0.848 -1.184 6.103 -0.21
O -1.955 -1.940 6.551 -0.19
C -1.825 -3.336 6.340 -0.10
H -2.701 -2.626 2.809 0.09
H -3.252 -1.883 4.322 0.09
H -3.094 -0.892 2.851 0.08
H -2.004 0.121 4.848 0.13
H -0.267 0.105 4.503 0.12
H -0.660 -0.402 6.845 0.13
H 0.048 -1.809 6.038 0.13
H -1.123 -3.772 7.058 0.09
H -1.488 -3.562 5.326 0.08
H -2.806 -3.780 6.495 0.09
```

---

No. 5
Computed, not measured: C17H43IrS4SbSi3 as an isolated structure, with wB97M-V/def2-TZVPD.

**Total charge**: +3
**Maximum force**: 0.3 eV Å⁻¹
**Energy above the lowest of the compared OMol25 structures with the same formula, charge and spin**: 18.4 kJ/mol
**Frontier orbital gap**: 6.35 eV

```
69
Properties=species:S:1:pos:R:3:lowdin_charge:R:1
Ir 1.521 -0.266 -0.006 0.25
C 4.578 -0.107 1.233 -0.42
C 3.745 0.656 2.255 -0.44
S 1.948 0.306 2.253 0.82
C 1.815 -1.312 3.090 -0.43
C 1.910 -2.496 2.151 -0.41
S 0.768 -2.239 0.751 0.80
C 1.515 -3.373 -0.468 -0.41
C 1.136 -2.914 -1.860 -0.43
S 1.503 -1.154 -2.192 0.81
C 3.273 -1.142 -2.672 -0.44
C 4.282 -1.160 -1.532 -0.43
S 3.816 0.185 -0.397 0.88
H 4.629 -1.176 1.433 0.09
H 5.589 0.299 1.214 0.11
H 3.803 1.732 2.082 0.09
H 4.103 0.477 3.269 0.11
H 0.854 -1.277 3.604 0.06
H 2.591 -1.354 3.855 0.12
H 1.612 -3.419 2.653 0.12
H 2.912 -2.620 1.743 0.08
H 1.120 -4.372 -0.270 0.12
H 2.592 -3.381 -0.309 0.08
H 0.063 -3.007 -2.029 0.07
H 1.641 -3.506 -2.624 0.12
H 3.372 -0.229 -3.262 0.10
H 3.430 -1.980 -3.353 0.11
H 5.277 -0.949 -1.926 0.11
H 4.307 -2.104 -0.992 0.09
C -4.040 0.802 1.895 -0.19
Si -2.708 -0.468 1.684 0.37
C -1.743 -0.814 3.241 -0.21
C -3.340 -2.036 0.905 -0.21
Sb -1.016 0.536 -0.074 0.94
Si -0.539 3.161 0.232 0.39
C -2.038 3.713 1.175 -0.20
C 1.044 3.412 1.171 -0.23
C -0.448 3.858 -1.483 -0.20
Si -2.177 0.220 -2.426 0.35
C -3.828 0.996 -2.064 -0.20
C -1.223 1.115 -3.744 -0.20
C -2.346 -1.594 -2.811 -0.20
H -4.795 0.340 2.540 0.06
H -4.532 1.072 0.959 0.03
H -3.702 1.712 2.388 0.03
H -2.443 -1.029 4.052 0.06
H -1.115 0.020 3.563 0.03
H -1.127 -1.709 3.112 0.01
H -3.986 -2.545 1.626 0.06
H -2.541 -2.730 0.634 0.02
H -3.942 -1.839 0.015 0.03
H -2.028 3.385 2.214 0.04
H -2.976 3.405 0.711 0.03
H -2.028 4.808 1.178 0.06
H 1.040 2.948 2.157 0.01
H 1.151 4.492 1.322 0.06
H 1.925 3.091 0.607 0.02
H -1.417 3.814 -1.980 0.04
H 0.294 3.367 -2.114 0.04
H -0.172 4.914 -1.411 0.06
H -3.752 1.998 -1.638 0.03
H -4.439 0.378 -1.403 0.03
H -4.370 1.093 -3.010 0.06
H -1.305 2.195 -3.647 0.02
H -1.646 0.841 -4.715 0.06
H -0.165 0.853 -3.767 0.01
H -2.598 -2.212 -1.948 0.02
H -1.466 -1.993 -3.319 0.02
H -3.172 -1.690 -3.523 0.06
```

---

No. 6
Computed, not measured: a 4-piece molecular cluster, C17H43NO4 overall, with wB97M-V/def2-TZVPD.

**Total charge**: 0
**Maximum force**: 0.3 eV Å⁻¹
**Structure (SMILES)**: CCCCCCCCCOCCN.CCO.CCO.CCO
**Frontier orbital gap**: 9.74 eV

```
65
Properties=species:S:1:pos:R:3:lowdin_charge:R:1
C 2.188 -4.422 0.770 -0.12
C 1.514 -3.637 -0.344 -0.27
C 2.481 -2.742 -1.111 -0.22
C 1.791 -1.672 -1.950 -0.22
C 2.754 -0.608 -2.469 -0.21
C 3.260 0.394 -1.432 -0.21
C 2.208 1.291 -0.770 -0.18
C 1.507 0.726 0.482 -0.15
C -0.013 0.718 0.467 -0.21
O -0.469 -0.550 0.035 -0.18
C -1.882 -0.634 -0.031 -0.22
C -2.242 -2.003 -0.544 -0.27
N -1.852 -2.115 -1.949 0.02
H 3.138 -4.853 0.440 0.07
H 1.567 -5.248 1.126 0.07
H 2.405 -3.783 1.631 0.07
H 1.033 -4.333 -1.043 0.11
H 0.708 -3.009 0.057 0.09
H 3.171 -2.256 -0.408 0.11
H 3.117 -3.359 -1.759 0.12
H 1.276 -2.139 -2.798 0.11
H 1.009 -1.199 -1.347 0.07
H 2.275 -0.046 -3.281 0.11
H 3.627 -1.101 -2.916 0.11
H 3.814 -0.128 -0.641 0.10
H 3.992 1.033 -1.936 0.11
H 2.709 2.220 -0.483 0.09
H 1.459 1.582 -1.520 0.11
H 1.822 1.315 1.348 0.08
H 1.841 -0.300 0.676 0.11
H -0.395 1.502 -0.204 0.10
H -0.423 0.933 1.465 0.13
H -2.327 -0.449 0.957 0.12
H -2.266 0.129 -0.723 0.13
H -1.760 -2.745 0.111 0.11
H -3.325 -2.118 -0.459 0.09
H -0.877 -1.838 -2.035 0.03
H -1.901 -3.079 -2.263 0.07
C -1.945 4.979 -2.433 -0.09
C -1.111 4.020 -1.607 -0.34
O -1.582 3.886 -0.273 -0.09
H -1.972 5.961 -1.962 0.08
H -1.531 5.084 -3.437 0.07
H -2.970 4.614 -2.533 0.07
H -0.088 4.388 -1.510 0.11
H -1.060 3.041 -2.097 0.10
H -2.483 3.543 -0.302 0.08
C -6.435 -2.772 1.538 -0.09
C -5.360 -1.706 1.616 -0.33
O -5.367 -0.833 0.492 -0.09
H -6.323 -3.359 0.626 0.08
H -6.374 -3.444 2.395 0.07
H -7.430 -2.322 1.538 0.07
H -4.370 -2.164 1.613 0.10
H -5.452 -1.135 2.547 0.11
H -6.225 -0.395 0.456 0.08
C 3.165 3.615 2.502 -0.10
C 3.965 2.600 3.292 -0.33
O 3.578 2.539 4.658 -0.08
H 3.258 4.608 2.941 0.08
H 3.511 3.657 1.467 0.07
H 2.105 3.348 2.485 0.07
H 5.020 2.873 3.308 0.11
H 3.892 1.610 2.825 0.10
H 2.649 2.288 4.702 0.08
```